ORCA calculation (ωB97M-V/def2-TZVPD) on C40H70N4O8S2W as an isolated structure in a non-equilibrium geometry.

The geometry in XYZ format:
```
125
Properties=species:S:1:pos:R:3:forces:R:3
W -0.517 0.137 0.181 -0.900 -0.646 0.406
C 1.116 -1.504 3.107 0.173 0.118 -0.050
N 0.928 -1.655 1.638 -0.179 -0.133 -0.166
C 0.211 -2.919 1.430 0.021 -0.034 0.136
C 2.284 -1.840 1.070 -0.026 0.132 0.076
C 2.329 -1.500 -0.379 -0.094 0.086 0.060
N 1.950 -0.079 -0.579 -0.191 -0.290 -0.231
C 2.118 0.193 -2.030 0.020 -0.031 0.034
C 0.959 -0.045 -2.947 0.127 0.044 -0.069
C 1.075 0.558 -4.200 0.045 0.090 -0.213
C 0.086 0.422 -5.157 0.037 0.045 0.021
C -0.938 -0.479 -4.857 0.042 0.050 -0.144
C -1.066 -1.150 -3.654 -0.381 -0.438 0.318
C -0.150 -0.797 -2.634 -0.003 0.068 -0.034
O -0.343 -1.057 -1.245 -0.120 0.050 -0.968
C -2.033 -2.350 -3.573 0.101 0.041 0.124
C -1.146 -3.572 -3.258 -0.070 -0.001 -0.003
C -3.141 -2.173 -2.527 0.053 0.020 -0.144
C -2.724 -2.630 -4.909 -0.021 -0.004 -0.077
C 0.079 1.184 -6.480 -0.057 -0.066 -0.001
C -0.033 0.198 -7.656 0.012 -0.036 0.039
C -1.142 2.121 -6.476 -0.034 -0.012 0.014
C 1.345 2.019 -6.664 0.061 0.017 0.001
C 2.943 0.790 0.097 -0.128 0.087 0.024
C 2.752 1.136 1.540 0.026 0.079 -0.148
C 3.865 1.196 2.343 0.344 -0.037 0.198
C 3.801 1.764 3.613 -0.127 0.060 -0.044
C 2.606 2.391 3.963 0.111 -0.068 0.047
C 1.452 2.400 3.175 0.046 -0.013 0.004
C 1.541 1.629 1.999 0.005 0.064 0.017
O 0.435 1.277 1.243 -0.051 0.331 0.584
C 0.304 3.356 3.543 0.039 -0.051 -0.162
C -1.035 2.632 3.694 0.042 0.106 0.113
C 0.563 4.105 4.852 0.031 -0.004 0.087
C 0.228 4.407 2.417 -0.055 -0.065 0.041
C 5.025 1.749 4.515 0.094 -0.052 0.052
C 4.743 2.368 5.884 -0.002 0.029 0.029
C 5.471 0.289 4.720 -0.027 0.013 -0.011
C 6.157 2.540 3.836 -0.009 0.004 -0.020
H 1.811 -2.282 3.437 0.048 0.023 -0.001
H 0.180 -1.632 3.627 -0.059 -0.057 0.021
H 1.542 -0.529 3.341 0.008 -0.043 -0.010
H 0.766 -3.735 1.900 0.014 -0.054 0.044
H 0.134 -3.113 0.370 -0.009 -0.051 -0.155
H -0.775 -2.857 1.867 -0.092 0.011 0.027
H 2.597 -2.873 1.221 0.042 -0.106 0.042
H 2.977 -1.212 1.620 0.057 0.002 0.084
H 1.664 -2.128 -0.963 -0.068 -0.039 -0.103
H 3.341 -1.657 -0.753 0.146 0.000 -0.056
H 2.946 -0.421 -2.390 0.122 -0.009 -0.012
H 2.431 1.222 -2.149 0.051 0.102 -0.034
H 1.964 1.150 -4.402 -0.123 -0.028 0.023
H -1.668 -0.688 -5.627 0.078 0.023 0.074
H -0.555 -3.427 -2.351 -0.025 -0.012 0.041
H -0.446 -3.750 -4.079 -0.055 0.020 0.060
H -1.759 -4.469 -3.138 0.038 0.050 0.002
H -2.737 -1.904 -1.561 0.074 0.027 0.156
H -3.707 -3.104 -2.438 0.019 0.039 0.015
H -3.834 -1.384 -2.832 0.036 -0.041 0.009
H -2.009 -2.797 -5.719 -0.080 -0.010 0.073
H -3.404 -1.822 -5.197 0.054 -0.077 0.013
H -3.323 -3.538 -4.806 0.031 0.058 -0.011
H -0.961 -0.380 -7.624 0.083 0.059 -0.012
H 0.807 -0.502 -7.660 -0.059 0.049 -0.014
H -0.022 0.748 -8.599 -0.006 -0.035 0.073
H -2.079 1.562 -6.389 0.102 0.062 -0.019
H -1.175 2.694 -7.407 -0.001 -0.058 0.081
H -1.089 2.829 -5.642 -0.004 -0.049 -0.077
H 2.247 1.398 -6.657 -0.076 0.059 -0.005
H 1.441 2.792 -5.895 -0.001 -0.064 -0.053
H 1.303 2.525 -7.630 0.012 -0.014 0.062
H 2.947 1.742 -0.431 -0.033 0.035 -0.027
H 3.933 0.349 -0.036 0.072 -0.009 -0.050
H 4.805 0.798 1.966 -0.115 0.065 0.062
H 2.569 2.921 4.901 0.028 -0.023 -0.046
H -0.969 1.856 4.470 -0.024 0.134 0.042
H -1.369 2.202 2.758 -0.056 0.147 -0.112
H -1.804 3.339 4.012 0.021 -0.044 0.011
H 0.628 3.433 5.713 -0.013 0.058 -0.068
H -0.273 4.785 5.026 0.040 -0.027 -0.001
H 1.470 4.712 4.806 -0.060 -0.042 0.019
H 0.171 3.947 1.432 -0.055 -0.007 0.004
H 1.109 5.051 2.444 -0.037 -0.033 -0.006
H -0.661 5.031 2.542 0.077 -0.012 0.011
H 3.919 1.865 6.399 0.062 0.036 -0.033
H 4.517 3.436 5.812 -0.003 -0.080 0.004
H 5.632 2.267 6.508 -0.038 0.019 -0.005
H 4.680 -0.298 5.196 0.059 0.037 -0.028
H 6.350 0.259 5.367 -0.051 -0.001 -0.047
H 5.738 -0.192 3.774 -0.016 0.038 0.090
H 5.847 3.568 3.630 0.027 -0.064 0.018
H 6.470 2.080 2.895 -0.031 0.044 0.080
H 7.027 2.573 4.495 -0.031 -0.009 -0.042
O -1.178 -0.220 2.747 0.056 -0.585 -0.240
H -0.820 0.564 3.182 -0.065 0.034 0.115
H -2.134 -0.107 2.776 -0.034 0.058 -0.062
O 0.350 1.948 -1.117 0.320 -0.225 0.732
H -0.225 2.667 -0.759 -0.146 0.326 -0.106
H 0.293 1.982 -2.083 -0.389 -0.177 -0.151
O -2.027 1.181 0.947 0.166 1.143 -0.120
S -2.596 2.268 -0.048 0.237 0.576 0.165
O -1.663 3.376 -0.086 0.167 -0.230 -0.104
O -3.931 2.595 0.298 -0.174 -0.175 -0.123
S -2.278 1.044 -1.622 0.335 -0.456 0.056
C -4.547 -0.088 0.990 -0.119 -0.232 0.155
N -4.378 -1.538 0.989 -0.186 -0.025 -0.064
C -5.663 -2.279 0.935 0.108 0.066 -0.048
C -5.472 -3.754 0.686 0.048 -0.013 -0.071
C -4.256 -4.164 1.485 0.039 0.129 0.001
N -3.092 -3.443 0.957 0.142 -0.008 0.051
C -2.199 -4.248 0.135 -0.157 -0.039 0.007
C -3.175 -2.094 0.822 -0.539 -0.127 0.300
O -2.135 -1.377 0.630 1.095 0.400 -0.544
H -5.583 0.135 1.228 -0.014 -0.013 0.008
H -4.321 0.327 0.015 -0.098 -0.129 -0.022
H -3.923 0.390 1.737 -0.090 -0.066 0.019
H -6.273 -1.821 0.157 -0.001 0.046 -0.029
H -6.168 -2.124 1.888 -0.002 0.060 0.043
H -5.297 -3.956 -0.374 -0.019 -0.023 0.035
H -6.362 -4.298 0.993 -0.031 -0.017 -0.012
H -4.049 -5.227 1.416 0.057 -0.066 0.006
H -4.389 -3.915 2.540 0.021 -0.010 0.017
H -2.794 -4.878 -0.530 -0.003 0.002 -0.026
H -1.573 -4.894 0.750 0.003 0.014 0.014
H -1.588 -3.604 -0.473 0.138 0.104 -0.152
```
Positions in Å, forces in eV/Å.

Results
relative energy (zero: lowest compared OMol25 entry of this formula, charge and spin): 48.1 kcal/mol
E_tot: -88439.9438 eV
lowest unoccupied orbital energy: -7.8151 eV
strongest force on any atom: 1.29 eV/A
E_HOMO: -13.59 eV
total charge: +2

Mulliken population analysis, charges in e, atoms 1 to 5: atom 1 (W): -0.60, atom 2 (C): -1.53, atom 3 (N): 1.00, atom 4 (C): -1.43, atom 5 (C): -0.95